{"formula": "C36H44B2Br2ClF8NO31S", "method": "wB97M-V/def2-TZVPD", "charge": 0, "e_tot_ha": -10640.67602, "largest_force_ev_per_a": 5.52, "orbital_gap_ev": 9.4, "symbols": ["C", "B", "O", "C", "C", "Br", "C", "C", "Br", "N", "C", "O", "C", "C", "C", "O", "Cl", "C", "C", "B", "O", "O", "S", "C", "O", "O", "H", "H", "H", "H", "H", "H", "H", "H", "H", "H", "H", "H", "H", "H", "H", "H", "H", "H", "H", "H", "C", "C", "O", "C", "O", "O", "F", "H", "H", "H", "C", "C", "O", "C", "O", "O", "F", "H", "H", "H", "C", "C", "O", "C", "O", "O", "F", "H", "H", "H", "C", "C", "O", "C", "O", "O", "F", "H", "H", "H", "C", "C", "O", "C", "O", "O", "F", "H", "H", "H", "C", "C", "O", "C", "O", "O", "F", "H", "H", "H", "C", "C", "O", "C", "O", "O", "F", "H", "H", "H", "C", "C", "O", "C", "O", "O", "F", "H", "H", "H"], "xyz": [[1.663, -4.023, 0.521], [1.585, -2.546, -0.031], [1.405, -1.544, 0.921], [1.665, -2.126, -1.629], [2.960, -2.672, -2.281], [2.854, -4.626, -2.620], [4.255, -2.423, -1.456], [4.673, -0.946, -1.315], [5.757, -3.248, -2.486], [1.756, -0.649, -1.493], [0.553, 0.046, -1.549], [0.377, 1.176, -1.312], [-0.502, -1.054, -1.960], [-1.421, -1.165, -0.715], [-2.837, -0.683, -0.956], [-3.203, -0.032, -1.815], [-4.089, -1.184, 0.289], [0.286, -2.281, -2.424], [-0.359, -3.670, -2.360], [-1.918, -3.794, -2.648], [-2.458, -5.082, -2.522], [-2.774, -2.789, -3.036], [0.528, -1.942, -4.240], [1.474, -0.449, -4.576], [1.234, -3.023, -4.884], [-0.736, -1.745, -4.902], [2.723, -4.203, 0.789], [1.400, -4.809, -0.189], [1.112, -4.125, 1.465], [2.244, -1.127, 1.169], [3.132, -2.251, -3.277], [4.301, -2.932, -0.491], [4.564, -0.467, -2.303], [5.740, -0.904, -1.090], [4.056, -0.363, -0.623], [2.420, -0.166, -2.092], [-1.043, -0.525, -2.757], [-1.021, -0.609, 0.144], [-1.496, -2.211, -0.377], [0.127, -4.340, -3.083], [-0.205, -4.168, -1.391], [-2.525, -5.283, -1.575], [-3.571, -2.818, -2.488], [2.503, -0.451, -4.210], [1.441, -0.317, -5.659], [0.990, 0.446, -4.157], [-5.217, -4.083, 3.913], [-4.239, -2.941, 3.862], [-2.987, -3.592, 3.973], [-3.153, -4.838, 3.433], [-2.269, -5.558, 3.119], [-4.475, -5.139, 3.298], [-4.398, -2.109, 4.922], [-5.472, -4.364, 4.936], [-6.134, -3.878, 3.365], [-4.270, -2.363, 2.936], [2.219, 3.971, 1.857], [2.290, 3.154, 0.597], [3.262, 2.168, 0.912], [3.190, 1.982, 2.261], [3.661, 1.053, 2.833], [2.500, 2.985, 2.860], [2.740, 3.891, -0.449], [2.976, 4.757, 1.899], [1.241, 4.420, 2.010], [1.353, 2.666, 0.324], [0.739, 2.523, -7.624], [1.620, 3.585, -8.228], [2.701, 3.653, -7.313], [2.813, 2.413, -6.756], [3.758, 2.030, -6.151], [1.701, 1.668, -6.989], [1.002, 4.791, -8.261], [0.059, 2.923, -6.873], [0.162, 1.983, -8.365], [2.000, 3.346, -9.223], [-3.490, 3.547, 2.083], [-2.309, 2.716, 2.506], [-1.210, 3.482, 2.061], [-1.617, 4.786, 2.086], [-0.884, 5.716, 2.034], [-2.970, 4.875, 2.186], [-2.278, 1.525, 1.858], [-3.786, 3.352, 1.050], [-4.355, 3.410, 2.729], [-2.232, 2.553, 3.583], [-3.614, -8.547, 0.404], [-2.386, -9.249, 0.923], [-1.334, -8.435, 0.435], [-1.839, -7.175, 0.335], [-1.182, -6.195, 0.214], [-3.195, -7.181, 0.399], [-2.264, -10.490, 0.396], [-3.868, -8.855, -0.611], [-4.482, -8.688, 1.044], [-2.325, -9.308, 2.012], [-2.868, 5.393, -7.720], [-4.145, 4.666, -7.393], [-3.952, 3.406, -8.012], [-2.607, 3.181, -8.017], [-2.103, 2.126, -8.213], [-1.920, 4.325, -7.761], [-5.218, 5.272, -7.954], [-2.907, 5.883, -8.694], [-2.597, 6.129, -6.966], [-4.325, 4.524, -6.326], [2.225, 6.609, 5.630], [2.644, 5.848, 6.857], [1.580, 4.927, 7.038], [1.077, 4.686, 5.790], [0.363, 3.779, 5.522], [1.503, 5.616, 4.897], [2.706, 6.657, 7.942], [1.561, 7.444, 5.862], [3.071, 6.982, 5.057], [3.585, 5.305, 6.751], [2.252, 1.031, 9.000], [1.671, 2.055, 9.939], [2.823, 2.719, 10.429], [3.761, 2.632, 9.441], [4.742, 3.295, 9.389], [3.420, 1.696, 8.517], [1.027, 1.468, 10.979], [2.542, 0.114, 9.516], [1.579, 0.779, 8.183], [1.008, 2.780, 9.463]], "forces_ev_per_angstrom": [[0.201, 0.148, -0.123], [-0.545, -1.057, 0.372], [0.571, -0.448, -0.399], [-0.432, 1.017, 0.543], [0.452, -0.498, 0.271], [-0.305, 0.480, 0.194], [0.514, 0.313, -0.527], [-0.252, -0.045, -0.753], [-0.132, 0.269, 0.313], [1.177, 1.290, -1.259], [0.388, -5.448, -0.818], [-0.548, 3.086, 0.373], [-0.576, 2.288, 1.187], [-0.357, -1.204, 0.247], [1.580, -1.678, 2.218], [-1.282, 2.344, -2.932], [0.302, -0.282, 0.237], [0.815, 0.150, 0.149], [-0.730, 0.320, -0.447], [-0.260, -0.753, -0.498], [-0.223, 0.661, 0.827], [0.585, 0.485, 0.909], [0.044, -0.853, -2.688], [-0.134, 0.830, 0.780], [1.073, -0.183, 1.050], [-0.779, 0.853, 1.071], [-0.229, 0.053, -0.089], [-0.007, 0.063, 0.256], [-0.011, 0.017, -0.253], [-0.388, 0.363, 0.013], [-0.135, -0.120, 0.159], [-0.317, -0.078, -0.228], [0.110, -0.080, 0.215], [-0.272, 0.132, 0.335], [0.296, -0.289, 0.152], [0.344, -0.131, 0.544], [-0.245, -0.684, 0.031], [-0.163, -0.055, -0.132], [0.038, 0.254, 0.018], [-0.015, 0.187, 0.184], [0.110, 0.287, -0.143], [0.279, -0.517, -0.233], [-0.270, -0.317, -0.679], [-0.128, -0.332, -0.255], [0.024, -0.441, 0.127], [-0.094, -0.342, 0.000], [-0.492, -0.182, -0.125], [0.096, 0.194, 0.450], [-0.348, -0.279, -0.508], [0.205, -0.239, 0.005], [-0.033, -0.037, 0.103], [0.271, 0.290, 0.087], [0.059, 0.073, -0.056], [0.136, 0.154, 0.057], [0.095, -0.157, -0.149], [0.033, 0.121, 0.099], [-0.367, 0.341, 0.352], [0.159, 0.289, -0.357], [-0.374, -0.095, 0.353], [0.079, -0.034, 0.260], [0.014, -0.040, -0.068], [0.222, -0.223, -0.349], [0.006, -0.093, -0.063], [0.096, -0.110, -0.211], [0.009, -0.138, 0.201], [0.059, 0.025, -0.176], [-0.169, -0.382, -0.208], [-0.164, 0.360, 0.312], [-0.035, -0.512, -0.252], [0.225, -0.169, 0.314], [-0.086, 0.038, 0.068], [0.245, 0.487, -0.146], [0.118, 0.067, -0.076], [0.095, 0.175, -0.033], [0.111, -0.194, 0.110], [-0.032, 0.137, -0.029], [-0.519, 0.092, 0.037], [0.142, -0.445, -0.349], [-0.256, 0.493, 0.332], [0.086, 0.324, -0.068], [0.015, -0.073, -0.095], [0.374, -0.266, 0.026], [-0.021, -0.139, 0.083], [0.164, -0.146, 0.004], [0.065, 0.236, 0.073], [0.068, -0.149, -0.057], [-0.555, 0.055, 0.062], [0.152, -0.311, -0.324], [-0.365, 0.333, 0.369], [0.128, 0.193, 0.014], [-0.048, 0.123, -0.279], [0.327, -0.179, -0.044], [0.067, -0.021, 0.062], [0.179, -0.123, 0.010], [0.046, 0.239, 0.058], [0.046, -0.115, -0.030], [0.317, 0.448, 0.163], [-0.323, 0.075, -0.391], [0.423, 0.113, 0.405], [-0.001, -0.325, -0.206], [-0.208, 0.143, -0.098], [-0.349, -0.180, 0.013], [-0.050, -0.056, 0.062], [-0.191, -0.088, -0.015], [0.180, -0.160, 0.040], [-0.134, 0.034, -0.035], [0.146, 0.319, -0.434], [-0.066, 0.270, 0.543], [0.281, -0.035, -0.626], [-0.359, -0.274, -0.207], [-0.094, 0.080, 0.062], [0.047, -0.187, 0.407], [0.052, -0.086, 0.030], [0.014, -0.072, 0.203], [-0.067, -0.172, -0.148], [0.015, 0.034, 0.165], [-0.151, -0.317, -0.443], [-0.004, -0.187, 0.433], [-0.122, -0.027, -0.595], [0.461, 0.136, -0.033], [-0.024, -0.011, 0.014], [-0.176, 0.195, 0.345], [-0.042, 0.083, 0.024], [-0.064, 0.102, 0.179], [0.162, 0.131, -0.127], [-0.076, -0.025, 0.103]]}